(1)
Entry from OMol25: the molecule C6H12O (ωB97M-V with the def2-TZVPD basis set).

Each atom is followed by the atoms it is bonded to, with distances in Å.
Positions of all 19 atoms, in Å:
1 C 1.58007 1.15218 0.13423  C2 1.531, H8 1.097, H9 1.096, H10 1.098
2 C 0.70310 -0.10146 0.19097  C1 1.531, C3 1.531, C4 1.518, H11 1.098
3 C 1.43399 -1.31504 -0.38852  C2 1.531, H12 1.096, H13 1.099, H14 1.096
4 C -0.60803 0.13964 -0.53486  C2 1.518, C5 1.509, C6 1.508, H15 1.092
5 C -1.76215 -0.81900 -0.37002  C4 1.509, C6 1.491, H16 1.086, H17 1.088
6 C -1.84848 0.54840 0.21826  C4 1.508, C5 1.491, O7 1.399, H18 1.091
7 O -1.82833 0.60078 1.61600  C6 1.399, H19 0.966
8 H 1.05991 2.02772 0.54135  C1 1.097
9 H 2.50311 1.01393 0.70784  C1 1.096
10 H 1.86154 1.38822 -0.90039  C1 1.098
11 H 0.46355 -0.30672 1.24320  C2 1.098
12 H 2.43913 -1.41516 0.03781  C3 1.096
13 H 1.53849 -1.22318 -1.47823  C3 1.099
14 H 0.88434 -2.24085 -0.18446  C3 1.096
15 H -0.49174 0.58629 -1.52430  C4 1.092
16 H -2.38366 -1.06826 -1.22540  C5 1.086
17 H -1.62935 -1.62433 0.34872  C5 1.088
18 H -2.52024 1.26636 -0.25487  C6 1.091
19 H -1.39570 1.42415 1.87606  O7 0.966

Its molecular weight is 100.16 g/mol. The gap between HOMO and LUMO is 10.614 eV. The value obtained for the LUMO energy is 0.95 eV. Its total energy is -8463.240 eV. For the highest occupied orbital energy, the calculation gives -0.355 Eh. Its net charge is 0. For the energy relative to the best compared isomer or geometry (same formula, charge and spin), the calculation gives 25.7 kcal per mole.

=====

(2)
Entry from OMol25: a cluster of 3 separate species, C13H25N3O7 in total (ωB97M-V with the def2-TZVPD basis set).

Each atom is followed by the atoms it is bonded to, with distances in Å.
Positions of all 48 atoms, in Å:
1 C 3.94662 -3.83873 -2.58398  C2 1.544, H14 1.081, H15 1.086, H16 1.085
2 C 3.61876 -2.96512 -3.81467  C1 1.544, O3 1.394, H17 1.095, H18 1.089
3 O 2.64526 -1.99480 -3.58166  C2 1.394, C4 1.450
4 C 1.30551 -2.43706 -3.91815  O3 1.450, C5 1.523, H19 1.087, H20 1.084
5 C 0.66133 -3.18642 -2.75861  C4 1.523, C6 1.501, H21 1.090, H22 1.083
6 C -0.83467 -3.06926 -2.72310  C5 1.501, N7 1.473, C11 1.543, H23 1.097
7 N -1.43074 -3.55923 -3.97758  C6 1.473, C8 1.492, H24 1.013
8 C -1.14833 -5.01644 -4.12671  N7 1.492, O9 1.256, O10 1.240
9 O -1.75273 -5.80498 -3.35787  C8 1.256
10 O -0.32612 -5.30751 -5.00781  C8 1.240
11 C -1.33656 -1.65777 -2.35274  C6 1.543, O12 1.254, O13 1.254
12 O -2.18203 -1.09300 -3.08734  C11 1.254
13 O -0.87477 -1.17784 -1.29032  C11 1.254
14 H 3.40598 -3.45045 -1.73164  C1 1.081
15 H 5.00316 -3.81156 -2.33420  C1 1.086
16 H 3.59245 -4.84821 -2.76263  C1 1.085
17 H 4.53915 -2.42445 -4.05667  C2 1.095
18 H 3.40208 -3.58509 -4.68379  C2 1.089
19 H 1.36186 -3.06784 -4.80218  C4 1.087
20 H 0.73728 -1.55749 -4.19767  C4 1.084
21 H 0.96319 -4.23053 -2.83793  C5 1.090
22 H 1.10777 -2.81876 -1.84277  C5 1.083
23 H -1.18462 -3.71295 -1.90731  C6 1.097
24 H -2.43048 -3.50709 -3.82379  N7 1.013
25 C -0.62377 0.37913 4.29458  C26 1.516, H30 1.087, H31 1.091, H32 1.090
26 C -0.83340 -0.47744 3.06105  C25 1.516, O27 1.223, N28 1.352
27 O -0.93742 -1.69321 3.14564  C26 1.223
28 N -0.89906 0.16717 1.87485  C26 1.352, C29 1.447, H33 1.022
29 C -0.79494 1.58923 1.63025  N28 1.447, H34 1.093, H35 1.093, H36 1.085
30 H -0.59121 -0.27157 5.16474  C25 1.087
31 H 0.31900 0.92406 4.22852  C25 1.091
32 H -1.44116 1.08937 4.41515  C25 1.090
33 H -1.03999 -0.43812 1.06318  N28 1.022
34 H -1.71089 1.93113 1.14116  C29 1.093
35 H 0.04627 1.76528 0.95453  C29 1.093
36 H -0.64703 2.15598 2.54385  C29 1.085
37 C -0.99863 5.68802 5.18554  C38 1.512, H42 1.085, H43 1.091, H44 1.091
38 C -1.21131 4.85234 3.94397  C37 1.512, O39 1.217, N40 1.360
39 O -1.32359 3.64117 3.98830  C38 1.217
40 N -1.27445 5.50083 2.74981  C38 1.360, C41 1.449, H45 1.009
41 C -1.16324 6.92211 2.48915  N40 1.449, H46 1.092, H47 1.092, H48 1.085
42 H -0.97141 5.02687 6.04584  C37 1.085
43 H -0.05197 6.22708 5.12807  C37 1.091
44 H -1.81658 6.39820 5.31504  C37 1.091
45 H -1.41697 4.88161 1.96605  N40 1.009
46 H -2.07441 7.27797 2.00430  C41 1.092
47 H -0.32105 7.10676 1.81963  C41 1.092
48 H -1.01209 7.47861 3.40790  C41 1.085

Its molecular weight is 335.36 g/mol. The gap between HOMO and LUMO is 3.897 eV. The value obtained for the LUMO energy is 3.15 eV. Its total energy is -32690.358 eV. For the highest occupied orbital energy, the calculation gives -0.027 Eh. Its net charge is -2.

=====

(3)
Entry from OMol25: a cluster of 10 separate species, C42H56FN10 in total (ωB97M-V with the def2-TZVPD basis set).

Each atom is followed by the atoms it is bonded to, with distances in Å.
Positions of all 109 atoms, in Å:
1 C 1.16552 -2.97211 -3.91980  C2 1.365, H9 1.084, H10 1.084
2 C 1.50425 -3.76597 -2.86239  C1 1.365, C3 1.515, H11 1.091
3 C 0.70575 -3.90452 -1.58228  C2 1.515, N4 1.435, H12 1.101, H13 1.111
4 N 0.89566 -2.80742 -0.67694  C3 1.435, C5 1.452
5 C 2.27876 -2.39688 -0.51599  N4 1.452, C6 1.544, H14 1.106, H15 1.098
6 C 2.57901 -1.08301 -1.26870  C5 1.544, C7 1.546, H16 1.088, H17 1.082
7 C 3.96688 -0.46501 -0.98231  C6 1.546, F8 1.413, H18 1.088, H19 1.088
8 F 4.79742 -1.41481 -0.34682  C7 1.413
9 H 0.20420 -3.13862 -4.39312  C1 1.084
10 H 1.85589 -2.22072 -4.28533  C1 1.084
11 H 2.41419 -4.36368 -2.93585  C2 1.091
12 H -0.35632 -3.90400 -1.87431  C3 1.101
13 H 0.87650 -4.90530 -1.13146  C3 1.111
14 H 2.41533 -2.14948 0.55304  C5 1.106
15 H 3.01896 -3.17609 -0.74301  C5 1.098
16 H 1.83746 -0.36613 -0.92216  C6 1.088
17 H 2.44569 -1.16859 -2.33877  C6 1.082
18 H 3.91066 0.41674 -0.34720  C7 1.088
19 H 4.44937 -0.24153 -1.93163  C7 1.088
20 N -0.54453 1.25140 -0.14305  C21 1.371, C24 1.367, H25 1.002
21 C -1.49801 2.14389 -0.55908  N20 1.371, C22 1.371, H26 1.078
22 C -2.57196 1.41510 -1.00009  C21 1.371, C23 1.425, H27 1.079
23 C -2.24943 0.03674 -0.83920  C22 1.425, C24 1.369, H28 1.077
24 C -0.99103 -0.03041 -0.30461  N20 1.367, C23 1.369, H29 1.086
25 H 0.35544 1.49622 0.22371  N20 1.002
26 H -1.33105 3.20704 -0.50561  C21 1.078
27 H -3.48841 1.82470 -1.39583  C22 1.079
28 H -2.86820 -0.80864 -1.08838  C23 1.077
29 H -0.36875 -0.87879 -0.03717  C24 1.086
30 N 1.01788 -5.66967 -5.85594  C31 1.361, C34 1.364, H35 1.010
31 C 0.77201 -4.79671 -6.87136  N30 1.361, C32 1.373, H36 1.076
32 C 0.49964 -5.52508 -8.00272  C31 1.373, C33 1.420, H37 1.078
33 C 0.58208 -6.89715 -7.64722  C32 1.420, C34 1.372, H38 1.077
34 C 0.90336 -6.94969 -6.31428  N30 1.364, C33 1.372, H39 1.076
35 H 1.24959 -5.39606 -4.91133  N30 1.010
36 H 0.81621 -3.73484 -6.70168  C31 1.076
37 H 0.26752 -5.11922 -8.97383  C32 1.078
38 H 0.42527 -7.74566 -8.29246  C33 1.077
39 H 1.05966 -7.78747 -5.65672  C34 1.076
40 N 4.99563 -3.55588 1.92297  C41 1.364, C44 1.366, H45 1.007
41 C 4.00329 -4.42051 2.28144  N40 1.364, C42 1.372, H46 1.078
42 C 4.50900 -5.26934 3.23342  C41 1.372, C43 1.421, H47 1.077
43 C 5.86148 -4.89556 3.45759  C42 1.421, C44 1.372, H48 1.078
44 C 6.12930 -3.83272 2.63303  N40 1.366, C43 1.372, H49 1.077
45 H 4.90346 -2.82492 1.23602  N40 1.007
46 H 3.02708 -4.35782 1.82899  C41 1.078
47 H 3.96886 -6.06788 3.71420  C42 1.077
48 H 6.55657 -5.35249 4.14287  C43 1.078
49 H 7.02595 -3.25373 2.49178  C44 1.077
50 N 0.63008 2.40707 3.90976  C51 1.368, C54 1.367, H55 1.003
51 C -0.44401 2.47858 3.06573  N50 1.368, C52 1.369, H56 1.074
52 C -1.51473 2.93585 3.78499  C51 1.369, C53 1.421, H57 1.077
53 C -1.06419 3.15513 5.11424  C52 1.421, C54 1.371, H58 1.078
54 C 0.26485 2.82176 5.15968  N50 1.367, C53 1.371, H59 1.077
55 H 1.54796 2.09824 3.64984  N50 1.003
56 H -0.35489 2.19494 2.03348  C51 1.074
57 H -2.50796 3.09710 3.40051  C52 1.077
58 H -1.65377 3.51922 5.94015  C53 1.078
59 H 0.97659 2.84252 5.96788  C54 1.077
60 N 4.80637 2.50425 3.17817  C61 1.368, C64 1.368, H65 1.004
61 C 4.73354 3.20014 2.00208  N60 1.368, C62 1.369, H66 1.077
62 C 5.47370 4.34268 2.14629  C61 1.369, C63 1.421, H67 1.077
63 C 6.01677 4.33287 3.45925  C62 1.421, C64 1.369, H68 1.077
64 C 5.58851 3.18495 4.07053  N60 1.368, C63 1.369, H69 1.076
65 H 4.35814 1.62463 3.35837  N60 1.004
66 H 4.16518 2.82418 1.16864  C61 1.077
67 H 5.61202 5.10048 1.39383  C62 1.077
68 H 6.65010 5.08223 3.90328  C63 1.077
69 H 5.77175 2.79588 5.05709  C64 1.076
70 N -4.57190 4.16748 -2.94028  C71 1.367, C74 1.368, H75 1.004
71 C -3.45750 4.42106 -3.69046  N70 1.367, C72 1.370, H76 1.076
72 C -3.85771 4.59882 -4.98814  C71 1.370, C73 1.421, H77 1.077
73 C -5.27033 4.44889 -5.01968  C72 1.421, C74 1.370, H78 1.077
74 C -5.68105 4.18433 -3.74011  N70 1.368, C73 1.370, H79 1.076
75 H -4.57507 3.99193 -1.95171  N70 1.004
76 H -2.48068 4.44982 -3.23948  C71 1.076
77 H -3.21005 4.81067 -5.82211  C72 1.077
78 H -5.91057 4.52463 -5.88249  C73 1.077
79 H -6.66109 4.00628 -3.33216  C74 1.076
80 N -5.19938 1.47938 1.30653  C81 1.365, C84 1.365, H85 1.009
81 C -6.27756 1.53524 0.47090  N80 1.365, C82 1.372, H86 1.077
82 C -7.35103 1.98492 1.19686  C81 1.372, C83 1.420, H87 1.077
83 C -6.89691 2.21076 2.52313  C82 1.420, C84 1.371, H88 1.077
84 C -5.56387 1.89021 2.55618  N80 1.365, C83 1.371, H89 1.077
85 H -4.27418 1.18016 1.03732  N80 1.009
86 H -6.19048 1.25038 -0.56410  C81 1.077
87 H -8.34870 2.13414 0.81877  C82 1.077
88 H -7.47978 2.56652 3.35627  C83 1.077
89 H -4.84790 1.91880 3.35969  C84 1.077
90 N -0.93406 -1.38181 -6.79521  C91 1.368, C94 1.368, H95 1.003
91 C -2.06786 -1.15945 -6.06367  N90 1.368, C92 1.370, H96 1.076
92 C -2.06078 0.15091 -5.66556  C91 1.370, C93 1.420, H97 1.077
93 C -0.87638 0.74214 -6.18013  C92 1.420, C94 1.370, H98 1.077
94 C -0.20298 -0.22875 -6.87338  N90 1.368, C93 1.370, H99 1.077
95 H -0.67579 -2.25866 -7.20862  N90 1.003
96 H -2.77663 -1.94982 -5.88738  C91 1.076
97 H -2.81766 0.63232 -5.06917  C92 1.077
98 H -0.55486 1.76229 -6.05301  C93 1.077
99 H 0.72939 -0.19904 -7.41068  C94 1.077
100 N -1.11054 2.37954 8.71618  C101 1.368, C104 1.367, H105 1.003
101 C -1.08000 2.85233 9.99929  N100 1.368, C102 1.370, H106 1.076
102 C -1.30361 1.79459 10.84034  C101 1.370, C103 1.421, H107 1.077
103 C -1.47184 0.63915 10.03049  C102 1.421, C104 1.370, H108 1.077
104 C -1.34526 1.03326 8.72478  N100 1.367, C103 1.370, H109 1.076
105 H -0.98113 2.93443 7.89043  N100 1.003
106 H -0.90334 3.89452 10.20232  C101 1.076
107 H -1.34156 1.84331 11.91571  C102 1.077
108 H -1.66317 -0.36567 10.36743  C103 1.077
109 H -1.40183 0.47574 7.80567  C104 1.076

Its molecular weight is 719.98 g/mol. The gap between HOMO and LUMO is 4.527 eV. The value obtained for the LUMO energy is 1.80 eV. Its total energy is -62075.697 eV. For the highest occupied orbital energy, the calculation gives -0.100 Eh. Its net charge is -1.